ORCA calculation (ωB97M-V/def2-TZVPD) on a 18-piece molecular cluster, C56H168N15O18P5S13 overall in a non-equilibrium geometry.

Each line ends with the Mulliken charge.
Positions of all 275 atoms, in Å:
O  -1.45495  -13.98633  -18.31921  -0.84
P  -1.29967  -12.88867  -19.37167  0.07
N  -1.15947  -11.30887  -18.79629  0.56
C  -1.93867  -10.16993  -19.41308  -1.06
C  -0.95563  -11.15860  -17.34452  -1.10
N  -2.52200  -12.86867  -20.55143  0.33
C  -2.44223  -12.91897  -22.04435  -1.04
C  -3.86863  -12.57229  -20.22791  -1.08
N  0.11805  -13.05238  -20.31592  0.63
C  0.86227  -14.24081  -20.07461  -0.98
C  0.53085  -12.11584  -21.41398  -0.68
H  -1.50816  -9.24668  -19.02530  0.40
H  -2.96827  -10.35026  -19.10407  0.48
H  -1.80014  -10.32399  -20.48321  0.09
H  -1.79061  -11.46902  -16.71639  0.31
H  -0.70398  -10.12802  -17.09415  0.33
H  -0.20150  -11.87237  -17.01299  0.34
H  -1.62187  -13.50460  -22.45926  0.29
H  -3.27360  -13.47356  -22.47949  0.42
H  -2.56421  -11.96593  -22.55907  0.31
H  -4.60254  -13.22211  -20.70458  0.51
H  -4.16649  -12.64374  -19.18184  0.28
H  -4.00088  -11.49692  -20.34707  0.01
H  0.66882  -15.13201  -20.67165  0.25
H  1.91170  -14.00841  -20.25568  0.17
H  0.71333  -14.45600  -19.01649  0.41
H  1.01296  -12.60631  -22.25962  0.40
H  1.01249  -11.19493  -21.08528  0.10
H  -0.36365  -11.53710  -21.64426  -0.03
O  2.25534  -5.74132  -25.38158  -1.04
P  1.43020  -6.05516  -24.15375  -0.05
N  2.17048  -7.06895  -22.96111  0.76
C  1.56697  -8.43270  -22.52880  -1.27
C  3.47615  -6.74647  -22.42773  -0.66
N  -0.13505  -6.68578  -24.45438  0.62
C  -0.57760  -6.87005  -25.83257  -1.20
C  -1.08224  -6.99418  -23.35304  -0.80
N  1.24345  -4.48425  -23.37183  0.85
C  0.83951  -4.40926  -21.98028  -0.04
C  1.11236  -3.28430  -24.16336  -1.28
H  0.87990  -8.81703  -23.28267  0.34
H  1.16779  -8.45538  -21.51477  0.22
H  2.35552  -9.16643  -22.69586  0.55
H  3.37010  -6.24190  -21.46738  0.34
H  4.21563  -6.23032  -23.03998  -0.25
H  3.91485  -7.63568  -21.97502  0.25
H  -0.45920  -7.93898  -26.00994  0.30
H  -1.64674  -6.66122  -25.87024  0.35
H  0.02054  -6.21709  -26.46817  0.31
H  -1.45394  -8.00335  -23.53058  0.76
H  -0.68954  -7.12401  -22.34457  0.11
H  -1.79348  -6.19029  -23.16333  -0.26
H  -0.24246  -4.33711  -21.86965  0.14
H  1.17804  -5.29712  -21.44624  -0.42
H  1.07561  -3.49007  -21.44414  0.05
H  0.45555  -3.38825  -25.02701  0.21
H  2.06669  -3.10815  -24.65967  0.22
H  0.89280  -2.39334  -23.57507  0.56
O  4.63551  -13.75090  -25.97391  -0.80
P  5.22448  -13.68621  -24.66048  0.31
N  7.00545  -13.68065  -24.70091  0.23
C  7.95310  -14.07592  -23.59872  -0.77
C  7.66116  -13.13939  -25.94006  -1.03
N  4.70407  -14.94020  -23.57680  0.15
C  4.47878  -14.75494  -22.12294  -0.52
C  5.06716  -16.34153  -23.79606  -0.95
N  4.87058  -12.22273  -23.79522  0.45
C  3.60195  -11.54522  -24.09514  -0.78
C  5.43025  -11.82078  -22.42694  -1.26
H  8.95036  -14.31311  -23.96928  0.40
H  7.50318  -14.93331  -23.09817  0.10
H  7.94001  -13.17435  -22.98626  0.33
H  7.02040  -12.26569  -26.05910  0.30
H  7.55453  -13.62719  -26.90897  0.27
H  8.67960  -12.78533  -25.78024  0.38
H  5.36109  -14.68541  -21.48672  0.29
H  3.81369  -13.89842  -22.01283  -0.22
H  3.80703  -15.53073  -21.75550  0.47
H  6.06297  -16.36998  -23.35373  0.34
H  4.38714  -17.13970  -23.49842  0.32
H  5.17952  -16.42608  -24.87695  0.31
H  2.85094  -11.48986  -23.30710  -0.05
H  3.74145  -10.53224  -24.47267  0.30
H  3.23769  -12.06155  -24.98329  0.47
H  4.71213  -12.02539  -21.63287  0.18
H  5.52576  -10.74215  -22.30231  0.69
H  6.31396  -12.34841  -22.06812  0.17
O  -4.54382  -1.81921  -27.22772  -0.95
P  -5.22902  -2.93124  -27.95865  0.35
N  -5.16493  -2.70236  -29.70083  0.35
C  -6.19711  -3.14726  -30.68625  -1.26
C  -3.94405  -2.08220  -30.31244  -0.94
N  -6.93924  -3.04882  -27.69844  0.30
C  -7.57767  -3.80671  -26.57758  -0.86
C  -7.77722  -1.92014  -28.23988  -1.17
N  -4.60714  -4.48478  -27.79472  0.48
C  -5.16513  -5.70958  -28.31847  -1.15
C  -3.27884  -4.60786  -27.21658  -1.12
H  -5.54649  -3.53409  -31.47057  0.46
H  -6.76673  -2.31460  -31.09893  0.26
H  -6.83075  -3.91281  -30.23843  0.42
H  -3.90653  -2.24919  -31.38892  0.34
H  -3.07348  -2.58750  -29.89425  0.27
H  -3.77516  -1.04023  -30.04066  0.29
H  -6.97689  -4.65818  -26.25798  0.09
H  -7.66970  -3.21096  -25.66945  0.34
H  -8.52504  -4.26804  -26.85646  0.32
H  -8.40775  -2.28634  -29.05008  0.34
H  -8.25929  -1.21784  -27.55983  0.37
H  -7.06062  -1.32367  -28.80452  0.36
H  -6.08602  -6.03142  -27.83217  0.30
H  -5.33113  -5.61712  -29.39177  0.23
H  -4.39713  -6.43264  -28.04378  0.49
H  -3.22433  -4.93753  -26.17906  0.11
H  -2.77736  -3.64022  -27.23356  0.41
H  -2.62396  -5.25502  -27.80003  0.57
O  1.51106  0.49954  -15.61759  -0.82
P  2.69440  0.34539  -16.52664  0.01
N  3.42235  1.82021  -17.07461  0.37
C  4.18915  1.94023  -18.31349  -0.71
C  3.12906  2.99295  -16.31592  -1.04
N  2.15372  -0.38900  -17.99280  1.09
C  1.36811  0.43566  -18.95008  -1.15
C  1.95546  -1.84212  -18.20782  0.03
N  3.98315  -0.57208  -16.05008  0.37
C  3.87504  -1.39522  -14.77474  -0.74
C  5.26975  -0.59890  -16.71897  -1.09
H  4.79979  2.84308  -18.30486  0.41
H  3.49505  1.80907  -19.14363  0.05
H  4.96884  1.18364  -18.40157  0.20
H  3.85584  3.76917  -16.55546  0.31
H  3.31406  2.66049  -15.29448  0.32
H  2.18921  3.54344  -16.27416  0.29
H  1.49946  0.21460  -20.00932  -0.24
H  0.36142  0.65208  -18.59255  0.28
H  1.60855  1.48755  -18.79575  0.48
H  2.82736  -2.41659  -17.89496  0.27
H  1.07467  -2.26091  -17.72108  -0.46
H  1.76026  -1.88255  -19.27944  -0.14
H  3.11910  -2.11587  -15.08670  0.13
H  4.80280  -1.90214  -14.50944  0.38
H  3.49410  -0.75680  -13.97762  0.24
H  6.06837  -1.01326  -16.10364  0.44
H  5.65343  0.41717  -16.81116  0.41
H  5.39041  -1.15776  -17.64699  0.21
C  1.26973  0.52848  -29.04874  -0.79
S  2.30843  2.00749  -29.49493  0.48
O  1.74399  3.24506  -28.85324  -0.63
C  3.68448  1.60713  -28.41786  -0.75
H  1.83861  -0.10930  -28.37219  0.26
H  0.88786  0.16687  -30.00347  0.34
H  0.42605  0.89504  -28.46397  0.28
H  4.26414  0.84432  -28.93768  0.37
H  3.29450  1.28270  -27.45310  0.09
H  4.36196  2.44838  -28.27150  0.36
C  6.83667  -7.51079  -28.27725  -0.40
S  7.70174  -6.84336  -29.70699  0.42
O  7.20586  -5.36836  -29.77201  -0.63
C  9.33943  -6.64455  -28.97978  -0.75
H  7.14221  -8.55414  -28.19863  0.44
H  5.79974  -7.18669  -28.36576  0.40
H  7.14191  -6.87346  -27.44735  -0.31
H  10.05562  -6.04167  -29.53808  0.37
H  9.86172  -7.59801  -28.90085  0.37
H  9.31764  -6.07347  -28.05162  0.08
C  4.64906  -0.89423  -23.56162  -0.37
S  5.18650  -0.87255  -21.85112  0.12
O  4.22745  0.13567  -21.15739  -0.46
C  4.40253  -2.44779  -21.26669  0.23
H  5.15502  -1.65589  -24.15489  0.15
H  4.63334  -0.03578  -24.23313  0.42
H  3.59950  -1.05088  -23.31265  -0.11
H  3.33309  -2.39306  -21.47018  -0.15
H  4.56677  -2.70892  -20.22125  0.13
H  4.87337  -3.28939  -21.77474  0.11
C  -4.57660  -2.66743  -23.73284  -0.64
S  -3.68436  -3.95595  -22.85114  0.55
O  -3.38856  -3.52190  -21.38480  -0.69
C  -4.94541  -5.32745  -22.87590  -0.66
H  -3.96433  -1.76599  -23.75810  0.38
H  -5.48051  -2.37233  -23.19997  0.38
H  -4.73113  -2.93549  -24.77801  -0.06
H  -5.69800  -5.31554  -22.08751  0.60
H  -4.49676  -6.22517  -22.45054  -0.36
H  -5.26838  -5.64063  -23.86873  0.42
C  -7.70051  -9.89124  -26.77474  -0.86
S  -6.07924  -10.34567  -26.08285  0.39
O  -5.44635  -9.23060  -25.34913  -0.45
C  -6.41289  -11.53218  -24.84392  -0.85
H  -8.39723  -10.21336  -26.00084  0.28
H  -8.03757  -10.34105  -27.70864  0.38
H  -7.69218  -8.81901  -26.97053  0.25
H  -6.87691  -10.92612  -24.06580  0.21
H  -5.62714  -12.18649  -24.46633  0.25
H  -7.18466  -12.18030  -25.25916  0.43
C  1.73040  -6.14386  -18.36446  -0.65
S  3.52217  -5.92652  -18.65937  0.81
O  3.76170  -4.45332  -19.05333  -0.43
C  3.86779  -6.13991  -16.87191  -1.27
H  1.21524  -5.95221  -19.30573  0.03
H  1.42812  -5.50216  -17.53685  0.06
H  1.59926  -7.21028  -18.18103  0.43
H  3.14482  -5.55726  -16.30100  0.30
H  4.83883  -6.00775  -16.39472  0.40
H  3.64923  -7.17258  -16.60003  0.42
C  -0.09165  -8.74289  -31.23738  -0.90
S  0.56247  -6.97383  -31.21716  0.44
O  -0.43601  -6.06559  -31.96291  -0.60
C  0.29938  -6.84172  -29.41223  -1.03
H  0.50939  -9.48107  -30.70641  0.35
H  -0.63467  -9.06184  -32.12704  0.38
H  -0.98030  -8.54622  -30.63761  0.23
H  0.43898  -5.82748  -29.03814  0.48
H  0.98558  -7.43538  -28.80824  0.42
H  -0.76880  -6.99389  -29.25750  0.26
C  0.99935  2.89833  -24.40316  -1.01
S  0.21452  1.36457  -23.81410  0.40
O  0.96869  0.19315  -24.40653  -0.49
C  0.61923  1.44918  -21.98334  -0.84
H  0.58266  3.01382  -25.40373  0.34
H  2.07821  2.84708  -24.54994  0.30
H  0.93300  3.84524  -23.86737  0.39
H  -0.14774  2.02394  -21.46418  0.47
H  1.61801  1.82502  -21.76136  0.40
H  0.45804  0.44449  -21.59254  0.18
C  -5.18299  -9.26273  -21.93667  -0.26
S  -5.52957  -8.14943  -20.52644  0.60
O  -6.76848  -7.40750  -20.95180  -0.65
C  -6.04859  -9.27241  -19.16365  -0.76
H  -4.45716  -10.07174  -21.85446  -0.02
H  -5.03114  -8.50795  -22.70826  0.31
H  -6.08682  -9.78020  -22.25828  0.11
H  -6.27545  -8.96162  -18.14383  0.39
H  -5.23184  -9.98628  -19.05691  0.04
H  -6.86634  -9.88665  -19.54062  0.33
C  8.43034  -6.91333  -21.14711  -1.32
S  6.83794  -6.93310  -20.23881  0.94
O  6.27326  -8.31997  -20.60946  -0.56
C  7.61336  -7.14114  -18.55845  -1.27
H  8.58530  -5.90376  -21.52771  0.39
H  8.60902  -7.76979  -21.79723  0.27
H  9.23586  -7.02944  -20.42202  0.52
H  8.26547  -6.27862  -18.42090  0.48
H  8.30195  -7.98591  -18.57591  0.43
H  6.96792  -7.41531  -17.72399  0.18
C  0.29573  -2.97822  -14.97956  -0.27
S  -1.45458  -2.26142  -15.27946  0.41
O  -1.41221  -0.99470  -14.38704  -0.61
C  -1.39773  -1.64253  -17.07685  -0.56
H  0.37334  -3.05083  -13.89475  0.48
H  0.96723  -2.19031  -15.32070  -0.33
H  0.42326  -3.91177  -15.52757  0.19
H  -1.08479  -2.50584  -17.66410  0.23
H  -0.86248  -0.70485  -17.22644  -0.03
H  -2.45023  -1.46864  -17.30067  0.46
C  6.93464  -6.42280  -24.37645  -0.73
S  6.29765  -4.75542  -24.51864  0.79
O  6.71714  -4.05367  -23.21892  -0.72
C  7.57886  -4.29691  -25.69429  -1.19
H  6.51084  -6.98216  -25.21048  0.32
H  6.57073  -6.82078  -23.42920  -0.11
H  8.01072  -6.58508  -24.43828  0.52
H  7.82090  -3.27168  -25.41424  0.47
H  7.30977  -4.59610  -26.70729  0.39
H  8.49300  -4.86972  -25.53832  0.29
C  3.54148  -11.14494  -18.57542  -0.27
S  4.32858  -11.02943  -16.94494  0.48
O  5.07870  -12.32641  -16.89500  -0.67
C  5.58518  -9.74587  -17.46385  -0.71
H  2.50703  -11.42951  -18.38296  0.05
H  4.03865  -11.93080  -19.14406  0.23
H  3.65192  -10.13306  -18.96531  0.11
H  4.94275  -8.88128  -17.63077  -0.11
H  6.09038  -10.11705  -18.35553  0.33
H  6.33262  -9.68193  -16.67306  0.53

Atoms 1-3, force components in eV/Å:
0.423 2.691 -1.986
0.600 -1.416 -0.682
-0.745 0.644 0.615

Properties
Frontier orbital gap = 0.283 Ha
Charge = 0
LUMO energy = -0.19 eV